1.
C43H84AlBr2ClNO10S as an isolated structure in a non-equilibrium geometry. Source: OMol25; level of theory: ωB97M-V/def2-TZVPD.

ORCA input file:
```
! RIJCOSX wB97M-V def2-TZVPD def2/J DEFGRID3
* xyz -1 1
C -5.671 -4.809 1.709
C -5.998 -3.636 0.564
N -4.835 -2.666 0.499
Al -3.481 -3.298 -0.753
C -1.691 -2.492 -0.134
C -0.441 -2.761 -1.177
C 0.905 -1.877 -0.870
C 0.661 -0.261 -0.740
C 2.051 0.606 -0.446
C 1.569 2.130 0.043
C 2.397 3.190 -0.937
C 2.043 4.744 -0.500
O 2.718 5.114 0.777
C 3.378 6.422 0.637
C 2.936 7.652 1.649
O 4.344 6.679 -0.275
C -3.798 -2.539 -2.678
C -5.100 -1.551 -2.771
C -4.826 0.017 -2.390
C -3.394 0.626 -2.899
S -3.262 0.941 -4.739
O -3.381 2.458 -5.111
O -1.808 0.511 -5.175
Cl -4.625 -0.103 -5.923
C -3.485 -5.340 -0.947
Br -4.765 -6.119 -2.331
C -2.673 -6.314 -0.168
C -1.643 -5.788 0.994
Br -2.932 -8.296 -0.573
H -6.546 -4.877 2.509
H -4.700 -4.449 2.301
H -5.437 -5.847 1.219
H -6.228 -4.108 -0.487
H -6.967 -3.046 0.909
H -5.153 -1.707 0.221
H -1.851 -1.309 -0.127
H -1.415 -2.759 0.996
H -0.794 -2.656 -2.288
H -0.127 -3.903 -1.030
H 1.638 -2.030 -1.799
H 1.485 -2.226 0.084
H -0.018 -0.099 0.224
H 0.042 0.207 -1.642
H 2.624 0.041 0.404
H 2.635 0.661 -1.466
H 0.391 2.229 -0.080
H 1.822 2.283 1.189
H 3.537 2.946 -0.785
H 2.023 2.954 -2.041
H 0.872 4.814 -0.297
H 2.314 5.457 -1.390
H 2.763 8.604 0.983
H 1.979 7.395 2.294
H 3.862 7.899 2.359
H -2.794 -2.089 -3.076
H -4.038 -3.470 -3.385
H -5.882 -1.957 -1.965
H -5.651 -1.709 -3.818
H -5.710 0.643 -2.890
H -4.877 0.154 -1.229
H -2.462 -0.008 -2.504
H -3.274 1.688 -2.366
H -2.000 -4.797 1.503
H -1.661 -6.618 1.852
H -0.568 -5.751 0.533
C 2.807 12.372 -0.656
C 1.362 12.481 -1.067
C 0.844 11.089 -0.776
O 1.608 10.583 0.328
C 2.727 11.454 0.544
H 3.272 13.334 -0.427
H 3.385 11.893 -1.455
H 0.849 13.211 -0.430
H 1.222 12.778 -2.110
H 1.003 10.419 -1.627
H -0.220 11.082 -0.520
H 2.537 12.019 1.464
H 3.635 10.861 0.681
C 1.529 -9.882 1.489
C 1.679 -9.260 0.125
C 0.836 -8.010 0.252
O 0.898 -7.604 1.626
C 1.489 -8.666 2.389
H 2.333 -10.576 1.747
H 0.576 -10.422 1.548
H 2.728 -8.988 -0.045
H 1.357 -9.910 -0.693
H -0.213 -8.211 0.010
H 1.193 -7.197 -0.388
H 2.498 -8.351 2.674
H 0.906 -8.836 3.298
C -6.221 -10.724 -1.975
C -6.915 -12.061 -1.969
C -6.126 -12.823 -0.926
O -5.652 -11.858 0.024
C -5.864 -10.546 -0.515
H -6.837 -9.910 -2.365
H -5.307 -10.783 -2.579
H -7.953 -11.939 -1.637
H -6.924 -12.557 -2.943
H -5.253 -13.314 -1.368
H -6.729 -13.578 -0.414
H -6.687 -10.085 0.041
H -4.964 -9.940 -0.374
C 7.396 5.791 -3.428
C 6.933 5.520 -2.020
C 5.844 4.492 -2.237
O 6.203 3.746 -3.409
C 7.281 4.424 -4.068
H 8.406 6.205 -3.487
H 6.709 6.491 -3.917
H 7.751 5.080 -1.439
H 6.580 6.410 -1.494
H 4.878 4.971 -2.429
H 5.733 3.812 -1.388
H 8.192 3.836 -3.911
H 7.081 4.479 -5.142
C -4.312 -0.452 4.351
C -3.896 0.948 4.721
C -2.659 1.146 3.871
O -2.840 0.360 2.685
C -3.965 -0.508 2.879
H -5.366 -0.664 4.549
H -3.706 -1.178 4.906
H -4.674 1.658 4.418
H -3.706 1.083 5.788
H -1.763 0.778 4.382
H -2.501 2.193 3.599
H -4.788 -0.130 2.263
H -3.714 -1.518 2.545
C 7.995 6.534 3.362
C 6.549 6.643 2.950
C 6.031 5.251 3.242
O 6.796 4.745 4.345
C 7.914 5.616 4.562
H 8.460 7.496 3.591
H 8.573 6.055 2.563
H 6.036 7.373 3.587
H 6.409 6.940 1.908
H 6.190 4.581 2.390
H 4.968 5.244 3.497
H 7.724 6.181 5.481
H 8.822 5.023 4.699
*
```



2.
A 16-piece molecular cluster, C43H84N16O14 overall in a non-equilibrium geometry. Source: OMol25; level of theory: ωB97M-V/def2-TZVPD.

ORCA input file:
```
! RIJCOSX wB97M-V def2-TZVPD def2/J DEFGRID3
* xyz 0 1
C -5.026 -1.859 0.425
C -5.986 -1.353 -0.627
C -5.300 -1.306 -1.999
C -4.131 -0.499 -1.919
N -3.221 0.200 -1.814
H -4.098 -1.273 0.497
H -4.770 -2.925 0.238
H -5.413 -1.756 1.423
H -6.298 -0.371 -0.288
H -6.833 -2.000 -0.756
H -6.010 -0.904 -2.733
H -4.958 -2.297 -2.323
C -0.743 5.755 4.357
C 0.515 4.990 3.924
C 0.493 4.806 2.380
C -0.662 3.979 2.002
N -1.545 3.283 1.736
H -0.805 5.891 5.414
H -1.648 5.229 4.060
H -0.802 6.791 4.012
H 0.543 4.021 4.473
H 1.418 5.564 4.212
H 1.340 4.283 1.923
H 0.379 5.843 1.985
C -0.366 -4.971 5.037
C -1.411 -4.603 4.027
C -0.851 -4.796 2.602
C 0.372 -4.050 2.452
N 1.346 -3.438 2.248
H -0.698 -4.825 6.060
H 0.496 -4.299 4.972
H -0.065 -6.010 5.030
H -1.764 -3.580 4.143
H -2.316 -5.238 4.119
H -1.627 -4.530 1.872
H -0.573 -5.821 2.469
C 5.257 5.060 -5.634
C 3.915 5.304 -5.020
C 3.579 4.266 -3.901
C 3.317 2.998 -4.590
N 3.131 2.023 -5.210
H 5.281 4.088 -6.112
H 6.104 5.117 -4.974
H 5.412 5.804 -6.399
H 3.152 5.311 -5.799
H 3.861 6.282 -4.509
H 2.651 4.540 -3.408
H 4.461 4.189 -3.231
C -6.744 2.096 1.697
C -5.291 1.709 1.604
C -4.576 2.254 0.326
C -4.280 3.629 0.393
N -4.045 4.774 0.421
H -7.055 1.937 2.719
H -7.371 1.575 0.974
H -6.775 3.153 1.499
H -5.238 0.621 1.595
H -4.778 2.101 2.480
H -5.102 2.040 -0.616
H -3.600 1.758 0.209
C -0.601 4.685 -1.938
C -0.987 3.212 -1.727
C -0.895 2.380 -3.014
C -1.908 2.784 -3.958
N -2.686 3.218 -4.667
H -0.460 5.176 -1.009
H -1.326 5.220 -2.560
H 0.348 4.775 -2.487
H -1.986 3.171 -1.311
H -0.307 2.785 -0.984
H -1.043 1.337 -2.794
H 0.095 2.493 -3.558
C 4.553 -0.624 -4.002
C 3.015 -0.956 -3.960
C 2.808 -2.453 -3.750
C 3.424 -3.277 -4.784
N 3.894 -3.915 -5.611
H 5.078 -1.030 -3.132
H 4.734 0.459 -4.012
H 5.058 -1.072 -4.869
H 2.535 -0.687 -4.902
H 2.524 -0.396 -3.151
H 1.752 -2.588 -3.656
H 3.136 -2.776 -2.767
C -0.787 -1.324 -6.871
C -0.943 -0.807 -5.470
C -1.447 -1.789 -4.422
C -2.926 -2.000 -4.537
N -4.044 -2.249 -4.673
H -1.742 -1.808 -7.113
H 0.042 -2.031 -6.942
H -0.656 -0.496 -7.599
H -1.557 0.099 -5.441
H 0.057 -0.495 -5.110
H -1.336 -1.321 -3.463
H -0.888 -2.718 -4.432
C 2.890 -3.145 5.801
C 2.208 -1.770 5.905
C 2.318 -0.971 4.613
C 1.696 0.335 4.660
N 1.285 1.409 4.779
H 3.967 -2.980 5.903
H 2.655 -3.579 4.841
H 2.583 -3.881 6.561
H 2.562 -1.180 6.711
H 1.154 -1.926 6.099
H 1.866 -1.585 3.815
H 3.366 -0.829 4.309
C 0.869 -4.582 -1.233
N 0.238 -5.905 -0.995
O -0.493 -6.055 -0.010
O 0.429 -6.754 -1.834
H 1.120 -4.472 -2.312
H 1.786 -4.680 -0.651
H 0.266 -3.787 -0.824
C -3.482 -6.703 -1.071
N -4.067 -5.354 -1.394
O -3.339 -4.444 -1.743
O -5.273 -5.277 -1.316
H -2.414 -6.682 -1.212
H -3.992 -7.487 -1.614
H -3.678 -6.836 -0.046
C 3.884 3.397 4.914
N 4.216 2.280 5.846
O 3.956 2.462 7.012
O 4.609 1.224 5.370
H 3.769 2.884 3.969
H 4.711 4.106 4.969
H 2.985 3.811 5.329
C 3.725 1.707 -1.170
N 2.944 2.713 -0.441
O 3.335 3.009 0.683
O 1.987 3.227 -0.990
H 3.265 1.556 -2.166
H 3.801 0.758 -0.670
H 4.694 2.179 -1.246
C 4.202 -1.399 1.283
N 4.141 -2.239 0.007
O 3.003 -2.443 -0.457
O 5.127 -2.791 -0.435
H 3.262 -0.847 1.329
H 5.127 -0.828 1.234
H 4.364 -2.087 2.135
C -1.972 0.853 4.400
N -1.953 -0.568 3.945
O -2.541 -0.825 2.888
O -1.285 -1.380 4.531
H -2.432 1.407 3.609
H -0.944 1.126 4.555
H -2.520 0.852 5.349
C -1.018 -0.115 0.399
N 0.383 0.011 -0.161
O 0.558 -0.257 -1.351
O 1.260 0.286 0.632
H -1.641 0.094 -0.470
H -1.189 0.571 1.194
H -1.108 -1.153 0.766
*
```



3.
C43H85CsN6O4P2 as an isolated structure in a non-equilibrium geometry. Source: OMol25; level of theory: ωB97M-V/def2-TZVPD.

ORCA input file:
```
! RIJCOSX wB97M-V def2-TZVPD def2/J DEFGRID3
* xyz 0 1
Cs 0.119 0.591 0.054
N 0.051 -0.439 -2.978
C 0.286 -0.087 -4.379
C 1.765 0.197 -4.649
N 2.394 0.989 -3.596
C 3.684 0.470 -3.151
C 4.024 0.950 -1.747
N 3.082 0.376 -0.791
H 0.645 -1.207 -2.677
H -0.907 -0.746 -2.850
H -0.299 0.810 -4.585
H -0.038 -0.859 -5.088
H 1.843 0.716 -5.611
H 2.292 -0.756 -4.774
H 1.771 1.013 -2.794
H 4.466 0.791 -3.846
H 3.694 -0.633 -3.138
H 3.924 2.028 -1.704
H 5.072 0.698 -1.538
H 3.209 0.788 0.128
H 3.219 -0.626 -0.716
C 1.956 -0.664 2.510
O 1.593 0.700 2.449
C 2.324 1.429 3.416
C 2.099 2.926 3.322
O 2.712 3.450 2.158
C 2.408 4.820 1.978
C 3.079 5.363 0.738
O 2.465 4.927 -0.436
C 3.037 5.595 -1.544
H 1.739 -1.089 3.496
H 3.027 -0.779 2.310
H 1.374 -1.211 1.768
H 3.403 1.263 3.299
H 2.012 1.075 4.408
H 2.557 3.402 4.200
H 1.021 3.138 3.335
H 2.780 5.400 2.834
H 1.320 4.957 1.911
H 4.132 5.047 0.746
H 3.046 6.461 0.780
H 2.860 6.675 -1.483
H 2.584 5.189 -2.439
H 4.121 5.443 -1.587
C 2.781 -5.531 -2.306
C 1.996 -4.219 -2.259
C 2.454 -3.370 -3.448
P 1.997 -3.175 -0.659
C 3.564 -3.820 0.161
C 3.546 -3.653 1.682
C 4.782 -3.124 -0.450
C 0.693 -4.062 0.270
C 0.848 -5.443 0.472
C -0.136 -6.266 0.977
C 0.079 -7.745 1.164
C -1.355 -5.657 1.292
C -1.529 -4.305 1.151
C -0.509 -3.423 0.678
N -0.676 -2.066 0.764
C -1.966 -1.597 0.646
C -2.771 -1.997 -0.444
C -4.083 -1.591 -0.587
C -4.665 -0.719 0.332
C -6.101 -0.280 0.206
C -3.870 -0.272 1.382
C -2.556 -0.700 1.579
P -1.481 -0.171 2.960
C -2.527 0.825 4.162
C -2.757 2.238 3.613
C -3.821 0.228 4.735
C -1.276 -1.790 3.888
C -2.507 -2.685 4.040
C -0.610 -1.545 5.243
H 2.624 -5.997 -3.282
H 3.852 -5.350 -2.200
H 2.468 -6.251 -1.554
H 0.934 -4.449 -2.385
H 3.536 -3.218 -3.427
H 2.211 -3.862 -4.394
H 1.984 -2.390 -3.447
H 3.637 -4.885 -0.062
H 3.835 -2.640 1.963
H 2.557 -3.852 2.097
H 4.254 -4.339 2.151
H 4.751 -3.129 -1.542
H 4.832 -2.082 -0.122
H 5.708 -3.614 -0.137
H 1.800 -5.899 0.233
H 1.119 -8.014 0.975
H -0.172 -8.052 2.182
H -0.549 -8.327 0.484
H -2.168 -6.260 1.687
H -2.473 -3.869 1.445
H -2.333 -2.685 -1.159
H -4.670 -1.957 -1.424
H -6.608 -0.836 -0.583
H -6.646 -0.449 1.137
H -6.181 0.785 -0.031
H -4.319 0.408 2.095
H -1.818 0.940 4.990
H -3.467 2.242 2.783
H -3.161 2.887 4.393
H -1.819 2.674 3.264
H -4.367 -0.369 4.007
H -3.614 -0.408 5.595
H -4.483 1.028 5.080
H -0.565 -2.318 3.247
H -3.132 -2.375 4.877
H -3.117 -2.683 3.137
H -2.191 -3.715 4.225
H -1.319 -1.122 5.960
H -0.240 -2.484 5.661
H 0.234 -0.855 5.162
N -2.812 1.373 -1.622
C -3.727 2.502 -1.782
C -4.232 3.001 -0.426
C -3.311 4.022 0.226
N -1.987 3.455 0.453
H -2.314 1.193 -2.485
H -3.323 0.535 -1.369
H -4.594 2.256 -2.412
H -3.178 3.308 -2.276
H -4.331 2.138 0.239
H -5.221 3.452 -0.538
H -3.793 4.390 1.144
H -3.201 4.882 -0.443
H -2.074 2.601 0.994
H -1.410 4.103 0.977
C -1.209 4.804 -5.059
C -0.482 5.779 -4.132
C -0.729 5.135 -2.776
O -0.713 3.729 -3.004
C -0.919 3.461 -4.389
H -0.855 4.834 -6.088
H -2.282 5.006 -5.050
H -0.869 6.796 -4.193
H 0.587 5.792 -4.357
H -1.708 5.434 -2.378
H 0.025 5.367 -2.027
H -1.744 2.752 -4.500
H -0.009 3.008 -4.797
*
```



Number 1: frontier orbital gap 6.329 eV. Number 2: frontier orbital gap 10.409 eV. Number 3: frontier orbital gap 6.078 eV.